No. 1
{
  "formula": "C7H16Br4NO3S",
  "method": "ωB97M-V/def2-TZVPD",
  "total_charge": -1,
  "total_energy_ha": -11250.97734,
  "largest_force_ha_per_bohr": 0.0340,
  "homo_lumo_gap_ev": 3.65,
  "elements": ["N", "C", "C", "C", "S", "O", "O", "O", "H", "H", "H", "H", "H", "H", "H", "H", "Br", "C", "C", "Br", "H", "H", "H", "H", "Br", "C", "C", "Br", "H", "H", "H", "H"],
  "positions_angstrom": [[2.10163, -1.50050, -0.88859], [2.03623, -0.23257, -0.22745], [0.79693, 0.01906, 0.66414], [-0.29723, 0.87625, 0.03878], [-1.64378, 0.04991, -0.80945], [-1.28264, -0.49640, -2.05567], [-2.70363, 1.01505, -0.88585], [-2.23087, -1.11298, 0.14542], [1.13958, -1.75211, -1.10923], [2.16788, 0.63226, -0.92835], [2.89454, -0.19272, 0.45496], [0.44057, -0.93365, 1.03801], [1.14267, 0.57682, 1.53557], [0.10066, 1.57157, -0.68892], [-0.80447, 1.41761, 0.82720], [-2.65850, -0.63283, 0.87986], [1.01855, 3.86922, -0.19032], [-0.07448, 5.47330, -0.08710], [-0.33644, 5.87387, 1.33987], [-1.67215, 4.73134, 2.17440], [-0.98636, 5.26732, -0.63776], [0.49229, 6.24761, -0.59944], [-0.74764, 6.87992, 1.38536], [0.55338, 5.81723, 1.95722], [-0.52328, -3.36558, 0.18019], [0.56307, -4.94203, -0.09075], [-0.15785, -5.99269, -0.88866], [-1.48268, -6.95401, 0.17806], [0.86686, -5.29470, 0.88920], [1.43920, -4.58183, -0.63148], [0.53585, -6.75725, -1.23107], [-0.68787, -5.57651, -1.73816]],
  "atomic_forces_ev_per_a": [[-0.2299, -0.0986, 0.1603], [0.3544, -1.1567, -0.1073], [0.6595, 0.5035, -0.3039], [-0.3091, -1.3908, 0.5640], [-0.7824, 1.5296, -0.3258], [0.8561, -1.3727, -0.5549], [-0.5545, 0.6895, 0.6064], [0.4853, 0.5056, 0.3121], [0.0982, 0.0779, -0.3720], [-0.2204, 0.4833, 0.1772], [0.2449, 0.3364, 0.0328], [-0.1677, -0.1699, -0.0064], [-0.0868, 0.1975, 0.2350], [-0.1698, -0.1311, -0.2580], [-0.3112, 0.3662, -0.0320], [0.0320, -0.3384, -0.2737], [0.1427, 0.3713, 0.0137], [0.2631, -0.1109, -0.0537], [-0.2311, 0.0585, 0.0269], [0.0643, -0.0129, 0.0238], [-0.0531, 0.0147, 0.0349], [-0.0154, 0.0524, 0.0364], [-0.0066, 0.0091, -0.0244], [0.0457, -0.0220, -0.0228], [-0.2946, -0.6601, 0.1408], [0.0975, 0.4083, -0.0500], [0.1309, -0.1295, 0.0409], [-0.0465, 0.0023, -0.0329], [0.0196, -0.0918, -0.0076], [0.0069, 0.0385, -0.0086], [0.0080, -0.0116, 0.0163], [-0.0299, 0.0523, 0.0127]]
}

***

No. 2
{
  "formula": "C31H25BrCl2CuF6N4O7S2",
  "method": "ωB97M-V/def2-TZVPD",
  "multiplicity": 2,
  "relative_energy_kj_mol": 39.1,
  "total_charge": -2,
  "s2": 0.776,
  "total_energy_ha": -8472.45639,
  "largest_force_ha_per_bohr": 0.0778,
  "homo_lumo_gap_ev": [3.52, 6.13],
  "elements": ["Cu", "F", "C", "F", "F", "S", "O", "O", "N", "S", "O", "O", "C", "F", "F", "F", "Br", "C", "C", "C", "C", "C", "C", "N", "C", "C", "C", "C", "C", "C", "N", "H", "H", "H", "H", "H", "H", "H", "H", "H", "C", "O", "C", "C", "H", "H", "H", "H", "H", "H", "Cl", "C", "C", "C", "C", "C", "Cl", "C", "N", "C", "C", "C", "C", "C", "C", "C", "C", "O", "O", "H", "H", "H", "H", "H", "H", "H", "H", "H", "H"],
  "positions_angstrom": [[-0.07712, 1.14468, -0.60826], [2.38505, -3.96661, 0.28051], [1.82870, -2.80377, -0.19254], [2.76455, -1.95454, -0.61467], [1.02213, -3.13779, -1.25159], [0.85589, -1.87102, 1.14241], [0.88419, -0.38351, 0.99745], [-0.44233, -2.51243, 0.98185], [1.47867, -2.46608, 2.46719], [2.39343, -1.35736, 3.32546], [2.06080, -1.60618, 4.72816], [-1.61225, 2.26957, 0.44997], [4.07353, -2.27558, 3.18817], [4.67223, -2.14891, 1.98237], [3.89941, -3.55984, 3.39159], [4.89647, -1.80394, 4.17161], [4.89575, 2.47534, 6.90473], [4.28141, 3.00852, 5.17610], [4.56204, 4.22551, 4.50002], [4.14135, 4.33479, 3.16962], [3.50624, 3.24973, 2.51895], [3.29392, 2.02184, 3.21093], [3.54525, 1.99287, 4.54970], [3.50203, 3.30572, 1.13250], [2.79279, 2.55816, 0.38337], [2.34559, 2.99421, -0.90574], [3.16248, 3.81952, -1.67090], [2.66939, 4.16949, -2.91156], [1.44316, 3.67656, -3.32221], [0.70842, 2.83939, -2.50190], [1.12825, 2.46656, -1.30654], [5.25444, 4.96049, 4.90948], [4.23683, 5.24973, 2.64870], [2.82242, 1.15146, 2.69506], [3.07761, 1.23565, 5.19449], [2.49220, 1.58661, 0.73775], [4.07042, 4.16661, -1.21304], [3.22863, 4.73403, -3.54702], [1.03545, 3.89620, -4.31539], [-0.27152, 2.45016, -2.84072], [-3.42466, 3.41332, 3.24780], [-3.10126, 3.18104, 1.84594], [-2.10728, 2.30600, 1.59141], [-1.60127, 1.43354, 2.77880], [-4.39650, 2.93784, 3.45037], [-3.65414, 4.47592, 3.28792], [-2.69344, 3.05598, 3.98770], [-1.03174, 0.57816, 2.40189], [-2.43714, 1.09763, 3.39004], [-0.96784, 2.02705, 3.41443], [-3.17467, -5.01329, -1.46338], [-3.64583, -3.41791, -1.05323], [-3.41936, -3.00688, 0.25809], [-3.86015, -1.73811, 0.63665], [-4.61239, -1.00101, -0.22414], [-4.74243, -1.37017, -1.56052], [-5.78195, -0.45883, -2.57820], [-4.24505, -2.59172, -2.00657], [-4.13555, -2.97703, -3.33946], [-2.92022, -3.37297, -3.94884], [-2.78191, -4.54808, -4.66163], [-1.52109, -4.95302, -5.10621], [-0.37887, -4.10572, -4.88888], [-0.59771, -2.82216, -4.32271], [-1.84742, -2.42498, -3.88453], [-2.02441, -0.93490, -3.59377], [-1.00744, -0.42666, -2.53430], [-1.49350, -0.06641, -1.41443], [0.23784, -0.40755, -2.80022], [-3.02265, -3.70145, 0.96458], [-3.63265, -1.35849, 1.62615], [-5.04496, -0.01657, 0.04567], [-5.03707, -3.06347, -3.76195], [-3.66068, -5.16553, -4.72416], [-1.38879, -5.92384, -5.52274], [0.62495, -4.56439, -4.99316], [0.20929, -2.11175, -4.22272], [-3.03841, -0.59608, -3.41360], [-1.64952, -0.50334, -4.54415]],
  "atomic_forces_ev_per_a": [[0.0661, -0.6833, 0.4443], [-0.5300, 1.5515, -0.6282], [-0.7387, 0.2086, -0.6774], [0.3776, -0.7367, -0.1905], [1.1362, 0.3292, 1.3614], [-2.3925, -0.2220, 0.3697], [0.5982, -2.6188, -0.0721], [0.6467, 0.6866, -0.1529], [1.2867, 1.5725, -0.0155], [-0.0758, -1.1053, -0.6768], [0.0598, 0.2129, 0.7077], [-1.9410, 0.3147, 3.3371], [-0.3314, 0.7077, 0.2056], [-0.1161, 0.3760, 0.5698], [0.0788, -0.9410, 0.3213], [-0.2359, -0.2040, -0.9187], [0.1890, 0.6668, 0.2265], [-0.3494, 0.4568, -0.6806], [0.3074, -1.3234, -0.0621], [-0.5537, -0.9706, 1.7172], [2.1154, -1.3873, -2.1209], [-1.3032, 0.4307, -0.6455], [-0.3686, -0.1728, 1.0784], [0.7615, 3.3027, 2.1267], [-1.2478, -1.3764, -1.0114], [-0.0897, -1.9067, 1.7023], [-1.1987, 0.6287, -0.9443], [-0.3069, -1.3095, 2.0151], [-1.1127, -0.0801, -1.1091], [-0.4268, 0.1031, -0.7048], [1.0906, 0.7387, -0.4686], [-0.4572, 0.0045, 0.1797], [0.3958, 0.6704, -0.6281], [0.3791, 1.0383, 0.5685], [0.7786, -0.2061, -0.4536], [-0.9171, -0.4533, -0.0352], [0.2654, 0.0683, -0.1397], [1.5061, 1.6761, -1.7576], [0.2398, 0.0318, 0.3746], [0.7105, 0.2026, 0.2350], [-1.2014, -0.0102, -0.6428], [0.4297, -0.2075, 1.0156], [2.0793, -0.7836, -1.8898], [-0.5537, 0.0178, -1.3427], [0.3420, -0.2244, -0.0058], [0.5159, 0.1096, 0.3081], [-0.2022, 0.5657, -0.5989], [-0.1183, 0.2873, -0.0983], [-0.0223, -0.2002, -0.0885], [0.4681, 0.2818, 0.1818], [0.1358, -0.6097, -0.0657], [0.1670, 0.6244, 1.3924], [-0.7898, 0.4629, -0.7110], [0.4236, -0.8897, 0.6911], [-0.5344, 1.8290, -1.0081], [-0.4494, -0.9631, 0.9879], [-0.1139, 0.4474, -0.5657], [1.6330, -0.1308, 0.0218], [-1.2732, 0.1142, -0.2151], [0.6012, 1.9885, -0.0358], [0.5196, 0.0038, 0.3256], [1.0684, 1.7827, 0.6901], [-1.5334, -0.8007, 0.7270], [0.6143, -1.5561, -0.6599], [-0.9877, -0.5400, -0.3646], [1.4281, -0.2215, -0.4937], [1.4776, -0.0600, 0.6404], [-0.1967, -0.0325, -0.6609], [-2.2185, -0.0930, -0.1978], [0.5850, -0.0943, 0.2454], [-0.1089, -0.1307, -0.0122], [0.4117, -0.7626, -0.0012], [0.0586, -0.2361, -0.8592], [-0.0790, -0.4275, -0.1431], [0.0589, -0.5797, -0.3544], [-0.6564, 0.7538, -0.3207], [0.1552, 0.0255, 0.0813], [0.0331, -0.2023, 0.1678], [-0.4630, 0.1801, 0.4124]]
}

***

No. 3
{
  "formula": "C12H10NOReS6Se",
  "method": "ωB97M-V/def2-TZVPD",
  "multiplicity": 2,
  "relative_energy_kj_mol": 0.0,
  "total_charge": 1,
  "s2": 0.764,
  "total_energy_ha": -5461.85143,
  "largest_force_ha_per_bohr": 0.0056,
  "homo_lumo_gap_ev": [5.95, 5.68],
  "elements": ["Re", "S", "C", "S", "C", "C", "S", "S", "S", "Se", "C", "N", "C", "C", "C", "C", "C", "C", "C", "S", "C", "O", "H", "H", "H", "H", "H", "H", "H", "H", "H", "H"],
  "positions_angstrom": [[-0.51881, 0.32289, 0.52291], [1.18307, 5.78437, 4.91527], [0.78260, 4.56378, 3.94496], [-0.06255, 4.78116, 2.42573], [-0.11494, 3.10168, 1.99490], [0.44892, 2.23533, 2.84846], [0.45048, 0.52848, 2.47892], [1.17064, 2.89206, 4.28544], [-0.84447, 2.51956, 0.52070], [2.87122, -0.59886, -2.75211], [1.69694, -0.26738, -1.56611], [0.86966, -0.03911, -0.72991], [-0.79115, 0.91585, -5.29766], [-1.53959, 0.72740, -4.01064], [-1.55473, -0.51180, -3.36933], [-2.21586, -0.68575, -2.16565], [-2.86342, 0.41195, -1.59559], [-2.87370, 1.65794, -2.21546], [-2.21749, 1.79927, -3.42496], [-3.55258, 0.27861, 0.01099], [-4.64440, -1.10829, -0.10598], [-2.35951, -0.36692, 0.83507], [-0.51065, -0.03737, -5.74031], [0.12206, 1.48700, -5.11963], [-1.38899, 1.47278, -6.01826], [-1.04154, -1.35171, -3.82038], [-2.24052, -1.66166, -1.69408], [-3.36072, 2.50362, -1.74788], [-2.21275, 2.76406, -3.91588], [-4.11881, -1.95021, -0.54892], [-5.48694, -0.79571, -0.72368], [-4.98015, -1.33401, 0.90460]],
  "atomic_forces_ev_per_a": [[-0.0786, -0.0477, -0.2333], [0.0369, 0.1840, 0.1618], [0.0229, -0.0952, -0.1227], [-0.0570, 0.0489, -0.0497], [-0.0128, 0.0115, -0.0113], [0.0062, -0.0370, -0.0056], [0.0897, 0.0028, 0.1742], [0.0023, -0.0717, 0.0347], [0.0061, 0.0708, -0.0038], [0.0161, -0.0144, -0.0816], [-0.0156, 0.0559, 0.0679], [-0.1506, -0.0779, 0.0617], [-0.0292, -0.0020, 0.0298], [0.0170, 0.0510, -0.0367], [-0.0071, -0.0817, 0.0784], [0.0203, 0.0568, -0.1733], [0.0450, -0.1091, -0.0179], [0.0967, 0.0030, -0.0635], [0.0041, 0.0107, 0.0231], [0.1049, 0.2098, 0.1664], [-0.0552, -0.0795, -0.0206], [-0.0150, -0.0380, -0.0253], [-0.0001, -0.0046, 0.0065], [0.0045, -0.0020, 0.0127], [-0.0071, 0.0064, 0.0020], [-0.0075, 0.0041, -0.0032], [0.0676, 0.0405, 0.0094], [-0.0317, 0.0021, 0.0087], [-0.0055, -0.0013, -0.0062], [-0.0644, -0.0456, 0.0237], [0.0060, -0.0284, 0.0085], [-0.0089, -0.0221, -0.0144]]
}